{"formula": "C34H56BeGe2N4SSi2", "method": "ωB97M-V/def2-TZVPD", "elements": ["Be", "C", "C", "Ge", "C", "C", "C", "C", "Ge", "C", "C", "C", "C", "C", "C", "C", "C", "C", "C", "H", "H", "H", "H", "H", "H", "H", "H", "H", "H", "H", "H", "H", "H", "H", "H", "H", "H", "H", "H", "H", "H", "H", "H", "H", "H", "C", "Si", "C", "C", "N", "C", "C", "C", "C", "C", "C", "N", "Si", "C", "C", "C", "H", "H", "H", "H", "H", "H", "H", "H", "H", "H", "H", "H", "H", "H", "H", "H", "H", "H", "H", "H", "H", "H", "C", "C", "C", "C", "N", "C", "S", "N", "C", "H", "H", "H", "H", "H", "H", "H", "H"], "xyz": [[0.652237, 0.066306, -0.422963], [0.610184, 4.186770, -2.030982], [1.783771, 3.287519, -1.638611], [1.561508, 2.265572, 0.035585], [3.426130, 2.126654, 0.669469], [3.606240, 2.041481, 2.185951], [0.696887, 3.482481, 1.279856], [-0.437223, 3.169923, 1.898501], [-1.032958, 1.359889, 1.369345], [-1.181478, 0.131715, 2.932409], [-2.288897, 0.281647, 3.981256], [-2.795472, 1.425493, 0.422343], [-4.115173, 1.681313, 1.158517], [-1.147986, 4.078831, 2.844675], [-0.678173, 5.368810, 3.116135], [-1.342719, 6.205029, 3.996581], [-2.501214, 5.777240, 4.636248], [-2.980522, 4.502707, 4.383530], [-2.306316, 3.670115, 3.498940], [0.868124, 4.808128, -2.891991], [0.328967, 4.853705, -1.212721], [-0.270537, 3.605026, -2.299836], [2.677456, 3.889575, -1.454527], [2.030742, 2.590256, -2.438646], [3.896041, 3.035286, 0.282273], [3.900500, 1.283790, 0.166487], [3.093079, 2.861488, 2.694509], [4.664589, 2.093359, 2.455617], [3.212778, 1.108008, 2.585454], [1.208532, 4.440490, 1.430327], [-0.231271, 0.203909, 3.441685], [-1.223856, -0.863628, 2.485274], [-2.188572, 1.203734, 4.552962], [-2.220485, -0.544894, 4.693565], [-3.289990, 0.253966, 3.556585], [-2.844725, 0.461927, -0.088180], [-2.685977, 2.184469, -0.346008], [-4.286956, 0.991763, 1.982106], [-4.944358, 1.555656, 0.456935], [-4.180004, 2.696373, 1.545774], [0.220738, 5.728887, 2.631287], [-0.954661, 7.198835, 4.185994], [-3.020205, 6.433489, 5.324370], [-3.880514, 4.150787, 4.874135], [-2.683782, 2.678637, 3.315263], [0.387424, 1.762169, -4.630568], [-0.451231, 0.678641, -3.334452], [-1.882783, 1.657983, -2.663961], [-1.180422, -0.835944, -4.160023], [0.624210, 0.168294, -2.050750], [1.753261, -0.549553, -2.453784], [2.190864, -0.760823, -3.773467], [3.343153, -1.477848, -4.036426], [4.095100, -1.997294, -2.983514], [3.687821, -1.796792, -1.678462], [2.513307, -1.079169, -1.386085], [1.999275, -0.797394, -0.118858], [2.777065, -1.638721, 1.212186], [4.626709, -1.280405, 1.329597], [2.048177, -1.158617, 2.855320], [2.481960, -3.470881, 1.005532], [-0.153942, 2.705365, -4.741141], [0.399908, 1.273011, -5.610301], [1.421601, 1.997337, -4.371249], [-2.266301, 2.325251, -3.442461], [-1.585102, 2.270306, -1.813492], [-2.697443, 1.004307, -2.345365], [-2.007992, -0.551429, -4.819767], [-1.565052, -1.506970, -3.383344], [-0.449973, -1.395412, -4.749532], [1.623963, -0.362423, -4.606251], [3.658946, -1.630363, -5.061002], [5.001631, -2.555868, -3.182214], [4.289392, -2.207708, -0.876652], [4.954609, -0.532493, 0.604789], [5.217889, -2.185608, 1.154851], [4.877675, -0.913112, 2.327935], [1.767288, -0.107126, 2.884104], [2.790475, -1.328295, 3.641968], [1.166365, -1.761265, 3.085553], [3.014342, -3.893355, 0.149690], [1.410282, -3.644971, 0.853610], [2.796214, -4.011623, 1.905644], [-4.396479, -5.524286, -2.454334], [-3.173201, -5.347330, -1.615533], [-2.473286, -6.357323, -1.034264], [-1.330617, -6.013196, -0.275216], [-0.942544, -4.771432, -0.083681], [-1.648478, -3.749726, -0.628223], [-1.285999, -2.136343, -0.427145], [-2.734654, -4.085403, -1.420718], [-0.492087, -7.078436, 0.361168], [-4.657664, -6.576082, -2.532845], [-4.229803, -5.126249, -3.457346], [-5.236810, -4.984321, -2.013808], [-2.781610, -7.385306, -1.155131], [-3.221589, -3.298915, -1.827848], [-0.899111, -8.073243, 0.192321], [-0.419021, -6.888963, 1.431957], [0.519812, -7.027165, -0.042493]], "atomic_forces_ev_per_a": [[0.22, -0.23, -0.18], [0.14, -0.05, 0.03], [-0.35, -0.17, -0.25], [0.01, 0.59, 0.36], [-0.01, -0.41, 0.19], [0.03, 0.05, -0.14], [0.44, 0.37, -0.12], [-0.14, -0.02, 0.08], [-0.36, -0.02, 0.03], [0.05, -0.04, -0.27], [0.04, -0.03, -0.04], [0.24, -0.06, 0.06], [0.11, -0.06, 0.02], [0.09, 0.01, -0.01], [0.02, 0.03, -0.02], [0.00, -0.01, -0.01], [0.02, 0.00, 0.00], [0.01, 0.00, -0.01], [0.02, 0.05, -0.06], [-0.01, -0.01, 0.00], [-0.01, -0.02, -0.02], [0.10, 0.10, 0.01], [0.01, 0.02, 0.06], [0.05, 0.02, 0.02], [-0.04, 0.04, 0.00], [0.02, 0.05, -0.01], [0.01, -0.04, -0.01], [-0.03, -0.01, 0.00], [0.08, 0.11, -0.02], [-0.16, -0.05, 0.07], [0.28, -0.07, 0.12], [0.02, -0.08, 0.04], [0.02, -0.07, 0.01], [0.00, 0.01, -0.02], [-0.01, 0.00, -0.01], [-0.06, -0.01, -0.10], [-0.07, -0.03, 0.05], [-0.01, -0.01, 0.00], [0.00, 0.01, 0.01], [0.05, 0.05, 0.06], [-0.05, -0.01, 0.02], [-0.01, -0.03, -0.01], [0.02, -0.02, -0.02], [0.03, 0.00, -0.02], [-0.12, -0.05, -0.07], [0.10, 0.06, -0.09], [-0.07, -0.09, 0.05], [-0.13, 0.01, 0.07], [-0.04, -0.18, -0.09], [0.11, 0.14, 0.17], [0.02, -0.04, -0.15], [-0.16, 0.05, 0.10], [0.09, -0.06, 0.11], [-0.07, 0.06, -0.13], [-0.13, 0.02, 0.15], [0.13, -0.11, 0.01], [0.01, 0.29, -0.05], [-0.13, -0.05, -0.05], [0.14, 0.04, -0.01], [-0.24, 0.00, 0.12], [-0.03, -0.15, -0.02], [0.04, -0.03, 0.00], [0.00, 0.04, 0.07], [-0.05, 0.00, -0.06], [0.02, -0.05, 0.04], [-0.06, -0.05, -0.15], [0.05, 0.05, 0.01], [0.06, -0.02, 0.04], [0.01, 0.08, -0.06], [-0.06, 0.03, 0.03], [0.08, -0.06, 0.07], [0.00, 0.01, 0.01], [-0.02, 0.01, 0.00], [-0.07, 0.03, -0.14], [0.03, -0.05, 0.05], [-0.04, 0.07, 0.02], [0.00, 0.00, -0.04], [-0.09, -0.04, 0.08], [-0.06, 0.00, -0.05], [0.00, 0.08, -0.01], [-0.04, 0.01, 0.05], [0.09, -0.01, 0.02], [-0.01, 0.03, -0.06], [0.03, 0.06, -0.01], [-0.07, 0.04, -0.09], [-0.03, -0.12, 0.00], [0.11, 0.18, 0.06], [-0.05, -0.07, 0.05], [0.08, 0.04, -0.03], [-0.26, -0.18, 0.03], [0.03, 0.02, 0.09], [0.00, 0.02, -0.01], [0.01, 0.01, 0.00], [-0.01, -0.02, 0.02], [0.01, -0.02, -0.01], [0.01, 0.03, -0.01], [-0.03, 0.00, -0.01], [0.01, 0.00, 0.00], [0.00, 0.00, -0.01], [-0.01, 0.00, 0.00]], "mulliken_charge": [-2.6112, -1.0356, -0.5613, 0.8989, -0.6069, -0.9376, -1.0062, 1.0883, 0.4016, -0.2160, -1.3866, -0.0845, -1.3946, 0.5451, -0.6849, -0.7419, -0.4875, -1.2547, 0.1268, 0.3555, 0.3514, -0.0341, 0.7298, -0.0471, 0.7496, -0.0356, 0.3252, 0.3501, -0.0573, 0.2022, 0.2159, 0.2297, 0.3594, 0.4143, 0.2509, 0.0680, 0.2403, 0.2365, 0.4090, 0.3066, 0.3918, 0.4020, 0.3875, 0.3975, 0.6336, -1.5783, 0.5703, -0.4124, -0.9235, 1.9752, 0.6832, -1.0251, -1.3011, -1.3147, -0.9473, 0.8764, 2.0020, 0.5959, -1.5646, -0.7183, -1.0758, 0.4918, 0.5170, 0.4128, 0.5482, -0.5783, 0.3462, 0.3826, -0.1292, 0.3379, 0.2760, 0.4182, 0.4116, 0.2876, 0.3996, 0.5179, 0.4763, -0.2707, 0.5194, 0.3083, 0.3341, 0.0939, 0.3803, -1.4355, 0.8925, -0.9096, 0.9623, -0.2895, -0.6627, -0.2185, 0.0450, -1.2259, 0.3570, 0.3478, 0.3481, 0.3426, 0.2864, 0.3559, 0.3095, 0.2869], "orbital_gap_ev": 5.924, "e_homo_ha": -0.240, "relative_energy_kcal_mol": 46.1}



{"formula": "C34H56FN4O16PS6", "method": "ωB97M-V/def2-TZVPD", "elements": ["C", "C", "O", "N", "C", "C", "O", "C", "C", "C", "C", "C", "C", "C", "C", "C", "C", "C", "S", "C", "C", "P", "N", "O", "O", "C", "C", "C", "N", "C", "S", "C", "N", "F", "H", "H", "H", "H", "H", "H", "H", "H", "H", "H", "H", "H", "H", "H", "H", "H", "H", "H", "H", "H", "H", "H", "H", "H", "O", "S", "O", "O", "C", "C", "C", "H", "H", "H", "H", "H", "H", "H", "H", "O", "S", "O", "O", "C", "C", "C", "H", "H", "H", "H", "H", "H", "H", "H", "O", "S", "O", "O", "C", "C", "C", "H", "H", "H", "H", "H", "H", "H", "H", "O", "S", "O", "O", "C", "C", "C", "H", "H", "H", "H", "H", "H", "H", "H"], "xyz": [[8.584305, 3.889041, 5.283939], [7.994315, 2.718171, 4.559155], [7.783388, 1.683134, 5.095149], [7.729905, 2.971215, 3.146471], [8.659055, 2.358582, 2.274196], [8.596081, 2.845409, 0.848705], [9.472313, 1.555557, 2.633264], [6.340187, 2.826844, 2.762893], [5.662650, 4.022728, 2.534800], [4.327211, 4.043011, 2.179853], [3.654799, 2.836136, 2.052588], [4.313001, 1.631869, 2.270071], [5.659996, 1.606866, 2.627398], [6.317673, 0.268978, 2.890843], [5.682303, -0.904727, 2.103212], [4.581139, -1.644985, 2.885985], [5.119537, -2.884149, 3.594878], [3.484186, -2.095523, 1.897389], [1.944404, 2.866691, 1.628129], [1.473821, 4.326364, 2.502858], [0.218268, 4.476271, 3.115327], [-0.960954, 3.130054, 3.066053], [-0.359115, 1.886333, 3.791141], [-1.361867, 2.830513, 1.557441], [-2.260325, 3.607995, 3.868282], [-0.072181, 5.664092, 3.778857], [0.868409, 6.679985, 3.875893], [2.103442, 6.540370, 3.276259], [3.084562, 7.574805, 3.387352], [3.268382, 8.268398, 2.413501], [3.511528, 9.155485, 1.169241], [2.411462, 5.365880, 2.575423], [3.687628, 5.288733, 1.956161], [3.452818, 5.373033, 0.530699], [8.308887, 4.798892, 4.756121], [8.184422, 3.953513, 6.286599], [9.668003, 3.835286, 5.266922], [9.558462, 2.602907, 0.418836], [7.774376, 2.410593, 0.294378], [8.542685, 3.929679, 0.879717], [6.187183, 4.957342, 2.653180], [3.732685, 0.732502, 2.165220], [7.372060, 0.277950, 2.664633], [6.156635, 0.049787, 3.941142], [6.486579, -1.617860, 1.946761], [5.289193, -0.565304, 1.151449], [4.093992, -0.980978, 3.597161], [5.617960, -3.509976, 2.860818], [4.310546, -3.453422, 4.038467], [5.809297, -2.597494, 4.386602], [2.943877, -2.966306, 2.257903], [3.906058, -2.348353, 0.927372], [2.752013, -1.306515, 1.730656], [-0.301937, 1.052643, 3.225064], [-1.446139, 1.879284, 1.432253], [-2.095400, 3.292658, 4.769355], [-1.040080, 5.761666, 4.241293], [0.641624, 7.581767, 4.421942], [-5.356317, 0.816582, -1.233347], [-6.035352, 2.077885, -1.221304], [-5.423936, 3.238572, -1.789664], [-6.488436, 2.393535, 0.268548], [-5.472905, 2.392657, 1.294995], [-4.561661, 3.601086, 1.235958], [-7.639272, 1.888480, -1.919355], [-4.905539, 1.461739, 1.237267], [-6.019633, 2.382165, 2.235535], [-3.967307, 3.608406, 0.323938], [-3.878123, 3.594879, 2.082794], [-5.143105, 4.523316, 1.253103], [-8.125024, 1.021996, -1.478105], [-7.501657, 1.742271, -2.988519], [-8.208375, 2.795559, -1.736254], [-9.535952, -1.458501, -5.389959], [-9.719656, -2.195067, -4.176375], [-9.834244, -1.497447, -2.930968], [-8.567916, -3.284815, -4.065010], [-7.202180, -2.822466, -4.149930], [-6.755131, -2.090350, -2.902530], [-11.070955, -3.304787, -4.340329], [-7.084366, -2.203090, -5.040645], [-6.602079, -3.718151, -4.296316], [-7.313278, -1.166763, -2.765611], [-5.697926, -1.834260, -2.968059], [-6.918478, -2.703804, -2.016546], [-10.971865, -3.853830, -5.272546], [-11.976055, -2.701401, -4.349260], [-11.080287, -3.980079, -3.488548], [10.159406, -2.738853, -1.699819], [10.368392, -1.337493, -1.502406], [9.257967, -0.436695, -1.450656], [11.414402, -0.817998, -2.580954], [11.119184, -1.050157, -3.975169], [10.016292, -0.155204, -4.504571], [11.360892, -1.086273, -0.072427], [10.884021, -2.105224, -4.123893], [12.050465, -0.845004, -4.498726], [9.062087, -0.373848, -4.028660], [9.901639, -0.303514, -5.578492], [10.247307, 0.892313, -4.311732], [12.221929, -1.747008, -0.117194], [10.739257, -1.325243, 0.787597], [11.663728, -0.043698, -0.033180], [-11.395718, -6.882162, -3.391914], [-11.521420, -7.824463, -4.463014], [-11.741325, -7.365504, -5.799360], [-12.632741, -8.891011, -4.080149], [-13.947995, -8.405390, -3.730074], [-14.733729, -7.907989, -4.926869], [-10.143224, -8.916002, -4.457285], [-13.855993, -7.635081, -2.962855], [-14.452165, -9.257487, -3.279742], [-14.273794, -7.025552, -5.368102], [-15.746898, -7.645837, -4.621899], [-14.780933, -8.674642, -5.699853], [-9.986663, -9.286532, -3.448307], [-9.284077, -8.337498, -4.789228], [-10.338641, -9.728680, -5.151294]], "atomic_forces_ev_per_a": [[-0.42, 0.70, -0.59], [0.51, 0.53, 0.17], [-0.53, -0.86, 0.21], [-0.12, -1.02, 0.00], [-0.54, 0.31, -0.65], [0.46, 0.32, 0.51], [0.78, -0.19, 0.61], [-0.48, 0.85, -0.14], [0.10, -0.09, 0.15], [0.38, -0.34, 0.01], [-0.28, 0.14, -0.04], [-0.09, 0.72, -0.15], [0.36, -0.37, -0.03], [-0.91, -0.38, -0.62], [0.13, 0.34, 1.06], [-0.67, -0.56, -0.94], [0.01, 0.62, 0.13], [0.01, 0.15, 0.09], [-0.17, -0.19, 0.16], [0.42, 0.18, -0.08], [-0.36, 0.37, -0.76], [1.34, -2.32, 1.27], [-0.36, 0.47, -0.21], [-0.28, 1.01, -0.26], [0.06, 0.78, -0.35], [0.33, -0.17, -0.18], [-0.22, 0.02, 0.25], [0.32, -0.41, 0.20], [-0.79, -0.33, -0.21], [0.31, 0.13, 0.00], [0.15, 0.29, -0.21], [-0.41, 0.10, 0.16], [0.12, 0.09, 0.21], [-0.06, 0.01, -0.07], [0.05, 0.14, -0.01], [0.22, -0.24, 0.30], [0.18, -0.18, 0.18], [-0.02, -0.34, -0.36], [-0.11, 0.00, -0.16], [-0.42, 0.14, -0.21], [0.08, 0.14, -0.06], [0.07, -0.26, 0.05], [0.29, 0.27, 0.30], [0.46, 0.03, 0.31], [0.03, -0.14, -0.44], [0.15, 0.03, -0.27], [0.15, 0.12, 0.29], [0.19, -0.20, 0.01], [-0.13, -0.11, 0.15], [0.24, -0.16, 0.02], [-0.11, -0.08, 0.10], [0.11, -0.13, -0.09], [-0.07, 0.11, -0.09], [0.19, -0.19, 0.22], [-0.09, -0.09, -0.08], [-0.28, -0.15, 0.06], [-0.13, 0.17, 0.06], [0.01, 0.10, 0.03], [0.28, 0.03, -0.04], [-0.55, 0.02, 0.03], [0.23, -0.08, -0.05], [-0.09, 0.06, -0.05], [0.42, 0.02, 0.37], [-0.04, 0.10, -0.28], [-0.06, -0.06, 0.06], [-0.05, -0.02, -0.12], [-0.19, -0.03, -0.10], [0.01, -0.03, 0.01], [-0.14, -0.03, 0.05], [-0.03, -0.02, 0.06], [0.00, 0.00, 0.00], [0.04, -0.01, 0.00], [0.02, 0.02, 0.00], [0.03, 0.20, 0.03], [-0.01, -0.39, 0.01], [-0.03, 0.19, -0.03], [-0.10, -0.08, 0.04], [0.50, 0.24, -0.01], [-0.16, 0.09, 0.10], [-0.06, -0.10, 0.00], [-0.15, 0.01, 0.00], [-0.20, -0.13, -0.01], [0.03, 0.02, -0.02], [0.02, -0.06, -0.04], [0.05, -0.03, -0.01], [0.03, -0.01, 0.01], [0.04, 0.07, -0.01], [0.03, -0.02, -0.01], [-0.23, -0.03, -0.12], [0.39, 0.17, 0.24], [-0.19, -0.11, -0.04], [0.04, 0.09, 0.09], [-0.16, -0.10, -0.49], [-0.12, 0.04, 0.21], [0.09, 0.01, 0.00], [-0.03, -0.01, 0.14], [0.10, 0.02, 0.18], [0.00, -0.03, -0.01], [0.09, -0.01, -0.01], [0.04, 0.00, -0.06], [0.00, 0.00, -0.03], [-0.05, 0.00, -0.02], [-0.02, 0.01, 0.00], [-0.08, 0.21, -0.06], [0.08, -0.38, 0.04], [0.00, 0.22, 0.00], [0.08, -0.08, -0.06], [-0.49, 0.23, 0.10], [0.19, 0.06, -0.14], [0.03, -0.07, 0.04], [0.14, 0.01, -0.04], [0.18, -0.11, 0.00], [0.00, 0.01, 0.03], [-0.01, -0.07, 0.06], [-0.05, -0.03, 0.03], [-0.02, 0.01, 0.01], [-0.02, 0.05, 0.00], [-0.02, 0.01, -0.01]], "mulliken_charge": [-1.3596, 0.6432, -0.4526, 0.5780, 0.5252, -1.1672, -0.5820, -0.3434, -0.2468, -0.5073, 0.2742, -0.7936, 0.6812, -0.1980, -1.6922, 0.9737, -1.7098, -1.5399, -0.3352, 0.7045, 0.4548, 0.8297, -0.7550, -0.5077, -0.6486, -0.3112, -0.8355, 0.2973, -0.5564, 0.5227, -0.3739, -0.4009, 0.0328, -0.2761, 0.3327, 0.3900, 0.3234, 0.3938, 0.2511, 0.3309, 0.5679, 0.2922, 0.3138, 0.2944, 0.4715, 0.6367, 0.3329, 0.3878, 0.4691, 0.3517, 0.4389, 0.3171, 0.2618, 0.2314, 0.3388, 0.3430, 0.5681, 0.4586, -0.6261, 1.2440, -0.6145, -0.2802, -0.4515, -0.5605, -1.0234, 0.3000, 0.2912, 0.3378, -0.0016, 0.2921, 0.2986, 0.3872, 0.3910, -0.6647, 1.1978, -0.5912, -0.1734, -0.4938, -0.5811, -0.9873, 0.3448, 0.2593, -0.0401, 0.4016, 0.2732, 0.3254, 0.4296, 0.2910, -0.6692, 1.2430, -0.5637, -0.2751, -0.3780, -0.9526, -0.9623, 0.3339, 0.2654, 0.2842, 0.3814, 0.2604, 0.3510, 0.3635, 0.3111, -0.6245, 1.2887, -0.6219, -0.3061, -0.3316, -0.9751, -0.9757, 0.3178, 0.2775, 0.2987, 0.3819, 0.2646, 0.3169, 0.3685, 0.3300], "orbital_gap_ev": 8.602, "e_homo_ha": -0.315}